# 1
# C15H35F6N5O5P

A 6-piece molecular cluster, C15H35F6N5O5P overall (ωB97M-V/def2-TZVPD, the Open Molecules 2025 dataset).

Results
Multiplicity: 1
Net charge: -1
E: -2183.28142 a.u.
Gap between HOMO and LUMO: 9.65 eV

```
67
Properties=species:S:1:pos:R:3:forces:R:3:nbo_charge:R:1
P -24.22928 27.78553 26.47608 -1.7271 1.1406 1.4731 2.588
F -23.24507 28.90823 25.83152 1.5541 -1.5681 -0.5947 -0.596
F -24.74264 27.13486 25.06528 1.2037 0.2076 0.4931 -0.589
F -23.04878 26.69233 26.70797 -0.4517 0.7365 -0.6360 -0.583
F -25.31428 26.72720 27.25098 0.7968 1.2462 -0.8513 -0.610
F -23.96605 28.46576 27.95653 0.3824 -0.7998 -0.3114 -0.603
F -25.29548 29.00835 26.23600 -1.7762 -0.9910 0.4229 -0.608
C -30.97851 24.85293 23.33970 -3.7883 -0.3753 -1.4539 0.520
O -32.01213 25.55456 23.37821 2.8425 -0.8830 0.2677 -0.610
N -30.97339 23.70022 22.55242 0.2963 -0.0910 -0.8095 -0.432
C -29.70425 22.99695 22.43636 -0.0998 -0.1291 1.7694 -0.423
C -31.76141 23.51787 21.28366 1.4403 1.3893 0.4881 -0.419
H -30.04753 24.95828 23.91796 -0.3090 0.3287 0.1164 0.140
H -29.88746 21.93465 22.27496 0.0695 0.0508 -0.1386 0.199
H -29.30997 23.10119 23.44719 0.6159 -0.3927 -0.0883 0.210
H -28.93861 23.36823 21.75514 -0.3460 0.2644 -0.4406 0.190
H -31.74111 22.48841 20.92603 -0.4156 -0.1270 0.6832 0.202
H -32.73285 24.01079 21.24579 0.1576 -0.2697 0.3975 0.235
H -31.07701 24.01978 20.59971 -0.4570 0.2571 -0.7782 0.187
C -24.47378 34.11669 30.35782 1.2211 0.3800 2.7299 0.515
O -23.48206 34.41618 31.07109 -1.4521 -0.5964 -2.5355 -0.640
N -25.71445 34.26286 30.88645 -0.9619 0.1709 -1.5743 -0.430
C -26.87023 33.52987 30.31927 -0.0932 -0.0293 0.4919 -0.427
C -25.80598 34.93755 32.16436 0.0044 0.1847 -0.2571 -0.415
H -24.49494 33.67544 29.34933 0.4987 0.0856 0.1184 0.142
H -27.05576 33.53603 29.24519 1.0695 0.3119 -0.2655 0.220
H -27.82218 33.94174 30.65435 0.2263 0.0544 0.6568 0.205
H -26.78821 32.48284 30.61095 -0.3031 -0.0576 0.0761 0.204
H -24.99378 35.66402 32.19032 0.1496 -0.3722 0.3147 0.239
H -26.70801 35.54363 32.24868 -0.3457 -0.4500 -0.0822 0.191
H -25.72234 34.20116 32.96364 0.0083 0.2947 0.3232 0.196
C -20.36858 34.78679 21.47000 2.7653 1.4929 1.0473 0.516
O -19.31471 35.38450 21.75788 -1.4515 -0.9873 -0.7281 -0.638
N -20.98984 34.86376 20.28253 -0.3080 -1.3726 0.5332 -0.432
C -22.27173 34.12727 20.21843 0.1271 0.1793 -1.4539 -0.419
C -20.30360 35.32681 19.02356 -2.3634 0.4478 1.7142 -0.416
H -20.83043 34.16134 22.24957 -0.3999 0.0955 -0.2902 0.130
H -22.79617 33.90693 21.14823 0.7622 0.3348 0.3479 0.230
H -22.14497 33.17740 19.69902 0.0400 -0.1477 -0.0668 0.189
H -22.99204 34.70161 19.63585 0.0343 0.1505 -0.1525 0.195
H -19.47303 35.98461 19.27963 0.0632 -0.5170 -0.0066 0.247
H -20.11626 34.50659 18.33057 0.2720 0.0584 0.1912 0.200
H -21.13430 35.94534 18.68381 0.4632 0.2629 -1.1279 0.199
C -17.01604 29.47940 26.86464 0.2550 2.5742 0.8284 0.527
O -16.99367 30.63238 27.35867 -0.1411 -2.5205 -1.3260 -0.638
N -16.90333 28.34610 27.54930 0.4176 -0.7224 -0.3242 -0.416
C -17.01544 28.33577 28.98495 -0.1891 0.0522 0.6260 -0.427
C -17.05804 27.04964 26.85185 -0.3890 0.9616 1.4841 -0.405
H -17.10575 29.20694 25.80166 -0.0036 0.8400 -0.2502 0.103
H -16.53375 27.46597 29.43164 -0.0085 -0.1524 -0.2651 0.194
H -18.07302 28.32774 29.24874 -0.1178 -0.1117 0.2085 0.207
H -16.57949 29.21137 29.46595 0.0394 0.1099 -0.4830 0.237
H -17.19860 27.16113 25.77671 0.2559 0.1010 0.1743 0.216
H -16.19023 26.45178 27.13036 -0.1899 -0.3373 -0.3533 0.196
H -17.97927 26.66874 27.29270 0.0485 -0.7755 -0.3192 0.207
C -31.26355 22.11893 30.43028 1.2525 0.3646 -0.6748 0.540
O -32.21290 21.39151 30.40189 -0.9302 -0.8161 0.0805 -0.596
N -29.96930 21.71683 30.19811 0.3176 0.2643 0.4197 -0.445
C -28.84454 22.46311 30.70709 0.6784 1.5073 -0.5887 -0.416
C -29.61042 20.32475 30.13170 -0.2300 -1.0773 1.3891 -0.421
H -31.36625 23.21128 30.52217 0.1986 0.0680 0.2578 0.112
H -28.92149 23.53528 30.52644 -0.3059 0.0480 -0.1690 0.217
H -27.96553 22.13575 30.15184 0.0130 0.1922 0.0784 0.209
H -28.60602 22.38800 31.76802 -0.3578 -0.5538 0.2599 0.183
H -30.01358 19.82418 31.01204 -0.7913 -0.4014 -0.1618 0.198
H -29.87499 19.77292 29.22972 -0.0080 0.3180 0.0174 0.216
H -28.56143 20.22365 30.41009 0.1710 0.0989 -0.9217 0.204
```
Positions in Å, forces in eV/Å.

---

# 2
# C10H14N4O

One molecule with the formula C10H14N4O (ωB97M-V/def2-TZVPD, the Open Molecules 2025 dataset).

Results
Multiplicity: 1
Net charge: 0
E: -683.55821 a.u.
Gap between HOMO and LUMO: 7.85 eV

```
29
Properties=species:S:1:pos:R:3:forces:R:3:nbo_charge:R:1
C -3.22570 -1.11827 -1.01759 0.2013 -1.4874 0.8246 -0.268
C -3.58104 0.03759 -1.68333 -1.6407 0.8262 -2.7706 -0.265
C -2.01976 -1.17436 -0.42283 -0.3487 -0.0628 0.5005 -0.011
C 0.38962 0.24619 1.25864 -0.7255 -1.8616 1.2167 -0.010
C -2.71739 1.07253 -1.80244 0.2363 -0.2797 0.1625 0.107
C -1.34122 1.00058 -1.18687 -0.6353 1.2239 -0.5492 0.608
C 3.32101 0.54746 1.02958 -1.3637 -1.0061 0.4586 -0.314
C 0.18460 -0.37994 0.10080 -0.1601 2.2087 0.4582 0.101
C 1.12357 -1.11741 -0.68983 3.0040 -3.4846 -2.5835 -0.700
C 3.36865 -0.38000 3.08574 2.5415 0.3558 3.6996 -0.420
N 1.31641 -0.11744 2.19692 0.6479 0.2436 0.8092 -0.359
N -1.11047 -0.13575 -0.43435 -1.0678 -0.2891 -1.3686 -0.403
N 2.57748 -0.03622 1.97116 1.2962 1.7202 -1.9276 -0.051
N -3.06382 2.12741 -2.60406 0.4135 -1.2621 0.2556 -0.792
O -0.49975 1.88933 -1.33719 -0.5361 -0.5229 0.0325 -0.646
H -3.86521 -1.99925 -0.91295 0.1002 0.5029 -0.1484 0.225
H -4.46340 0.10526 -2.43034 1.0827 -0.3517 1.7816 0.201
H -1.81110 -2.00796 0.20938 0.6307 -0.3514 0.2241 0.211
H -0.46301 0.58008 1.84482 -0.2896 0.6397 -0.7448 0.210
H 2.89207 0.99575 0.19124 -0.8285 0.4219 -1.1137 0.207
H 4.37086 0.45711 1.11133 0.6769 0.0471 0.2413 0.190
H 1.78910 -0.69592 -1.53333 -0.9888 0.4998 1.5968 0.245
H 0.62865 -1.87256 -1.29147 -1.0519 0.0788 -0.3707 0.235
H 1.80507 -1.91947 -0.23984 -0.5836 1.7264 0.6236 0.237
H 2.71824 -0.51778 3.99759 0.7667 -0.1799 -1.2454 0.245
H 4.07990 -1.22097 2.90820 -0.9649 0.3392 0.0398 0.219
H 4.06644 0.52527 3.30703 -1.3096 -1.5856 -0.1790 0.215
H -3.91135 2.17303 -3.11588 -0.5174 -0.2449 -0.0182 0.387
H -2.55846 2.93571 -2.51012 1.4143 2.1357 0.0946 0.396
```
Positions in Å, forces in eV/Å.

---

# 3
# C3H15O6

A 5-piece molecular cluster, C3H15O6 overall (ωB97M-V/def2-TZVPD, the Open Molecules 2025 dataset).

Results
Multiplicity: 1
Net charge: -1
E: -574.78769 a.u.
Gap between HOMO and LUMO: 8.47 eV

```
24
Properties=species:S:1:pos:R:3:forces:R:3:nbo_charge:R:1
C 0.07933 -1.58580 -0.54166 0.8519 -0.3627 -0.0852 -0.462
C -0.76808 -1.72853 -1.80622 0.0983 0.5692 1.1708 -0.064
O 0.05595 -1.71004 -2.96191 -0.1379 -0.3359 -0.2995 -0.723
C 0.90083 -0.27477 -0.50615 0.0030 -0.0233 -0.4254 -0.048
O 0.43432 0.59987 0.46064 -0.0882 0.1469 -0.4864 -0.971
H 0.70688 -2.49628 -0.50885 0.2394 0.2475 -0.1031 0.164
H -0.43866 -1.63016 0.41429 -0.6609 0.0115 -0.1886 0.229
H -1.36485 -2.63384 -1.70734 -0.1996 -0.2061 -0.3808 0.146
H -1.42903 -0.86874 -1.89333 -0.1190 0.0163 -0.1201 0.186
H 0.67351 -2.44551 -2.89708 0.0227 0.0424 0.0574 0.453
H 1.97503 -0.47760 -0.40429 0.1885 -0.2514 0.3168 0.129
H 0.84940 0.15497 -1.52296 -0.1562 0.1305 0.0722 0.146
H -1.32721 2.86789 -0.00056 0.2288 0.0194 0.0694 0.462
H -0.35966 1.83141 -0.57786 -0.3310 0.0990 0.4197 0.509
O -1.04687 2.49191 -0.83982 -0.0619 -0.0415 -0.3398 -0.998
H -2.40941 1.11448 0.57350 0.1068 -0.1005 0.0038 0.462
H -1.32636 0.30801 1.24459 0.1480 0.2536 -0.0504 0.501
O -2.23534 0.62234 1.38476 -0.4670 -0.0517 -0.0347 -0.985
H 1.91439 2.38188 2.30978 -0.0826 0.0022 -0.1018 0.456
H 1.24140 2.00483 0.98903 0.2521 0.0240 0.0652 0.509
O 1.75769 2.73369 1.42636 -0.0286 -0.0315 0.0732 -1.006
H 0.51194 0.07626 1.87004 -0.2673 0.2068 0.5273 0.492
H 1.11030 -1.03820 2.66269 -0.4116 0.3376 0.5897 0.435
O 0.49451 -0.29807 2.83236 0.8722 -0.7024 -0.7498 -1.018
```
Positions in Å, forces in eV/Å.

---

# 4
# C23H16F7N3Sn

C23H16F7N3Sn as an isolated structure (ωB97M-V/def2-TZVPD, the Open Molecules 2025 dataset).

Results
Multiplicity: 1
Net charge: +2
E: -1963.07723 a.u.
Gap between HOMO and LUMO: 8.12 eV

```
50
Properties=species:S:1:pos:R:3:forces:R:3:nbo_charge:R:1
Sn -0.98719 -0.05627 -0.41889 -0.6235 0.4498 -0.4937 1.959
F 1.00991 -1.66089 -5.25347 0.0124 0.0354 -0.0783 -0.271
C 0.49742 -0.68590 -4.52678 -0.0694 0.0354 0.2588 0.471
C 0.22827 -0.92713 -3.18095 0.1102 -0.0146 -0.3090 -0.304
C -0.30626 0.11316 -2.46292 -0.2482 -0.3572 1.5044 -0.346
C -0.60548 1.38197 -2.96362 0.0909 0.0460 -0.2869 -0.152
C -0.30024 1.54771 -4.32177 -0.0192 -0.0411 0.1341 0.460
F -0.52747 2.71019 -4.92771 -0.0367 0.0352 0.0262 -0.290
C 0.23751 0.54038 -5.10149 0.0353 -0.0118 -0.1137 -0.316
C -1.21816 2.41621 -2.09100 0.0526 0.0728 -0.2320 0.220
C -1.54051 3.70603 -2.49417 -0.0580 0.1393 0.0755 -0.211
C -2.13236 4.58629 -1.59751 0.0833 -0.2139 -0.0481 -0.075
C -2.38766 4.17965 -0.29578 -0.0061 0.0340 0.0300 -0.228
C -2.04399 2.89659 0.06004 -0.0932 0.1082 0.1633 0.078
N -1.48314 2.04921 -0.81630 0.1765 -0.7842 0.3582 -0.582
H 0.43852 -1.90199 -2.76484 -0.0281 -0.0048 0.0000 0.256
H 0.44306 0.72068 -6.14825 0.0073 0.0090 0.0082 0.281
H -1.33798 4.03803 -3.49637 0.0214 -0.0729 -0.0615 0.271
H -2.39109 5.58332 -1.92692 0.0033 0.0206 0.0280 0.258
H -2.84319 4.84090 0.42677 0.0010 -0.0283 0.0174 0.264
H -2.21729 2.51834 1.05938 -0.0193 0.0026 -0.0215 0.233
N 0.34670 0.08900 1.22802 -0.4039 0.0263 -0.6173 -0.690
C 1.33716 -0.15309 1.80757 0.0248 -0.0249 -0.0023 0.750
N 2.38146 -0.40546 2.48116 -0.1549 0.0557 0.0413 -0.405
C 3.48822 0.57150 2.62258 0.4052 0.1990 -0.0207 -0.206
C 4.82935 -0.08135 2.22979 -0.0885 -0.1460 -0.0889 -0.421
C 4.67500 -1.58858 2.00732 0.0022 0.0593 0.1591 -0.397
C 3.92081 -2.21524 3.17998 0.0265 0.1071 -0.1741 -0.425
C 2.49280 -1.64937 3.28851 0.0944 -0.3437 0.2508 -0.202
H 3.49452 0.88790 3.66628 -0.1097 -0.0209 -0.0131 0.230
H 3.26310 1.44151 2.00959 -0.0696 -0.0164 0.0058 0.228
H 5.54371 0.08432 3.03560 0.0045 0.0509 -0.0051 0.235
H 5.23236 0.39442 1.33720 -0.0148 0.0124 0.0040 0.234
H 5.66150 -2.04049 1.92481 -0.0131 -0.0221 -0.0562 0.252
H 4.15018 -1.78684 1.06890 0.0230 -0.0222 -0.0173 0.197
H 4.46807 -2.01256 4.10099 -0.0251 -0.0122 0.0225 0.228
H 3.86566 -3.29639 3.06799 -0.0189 -0.0055 0.0448 0.246
H 2.24547 -1.39797 4.32078 -0.0721 0.0533 -0.0543 0.231
H 1.75076 -2.35789 2.92464 -0.0138 0.0585 -0.0759 0.222
F -3.32468 0.36104 1.92586 -0.0247 0.0058 0.0399 -0.298
C -3.55352 -0.78508 1.27705 -0.0653 -0.1893 -0.0926 0.331
C -2.68292 -1.18762 0.28521 1.2264 0.6310 -0.5094 -0.544
C -2.90461 -2.36178 -0.40941 -0.1936 0.0100 0.1906 0.334
F -2.02734 -2.72039 -1.36050 -0.0491 -0.0315 0.0271 -0.297
C -4.00280 -3.15123 -0.12631 0.0846 -0.0428 -0.1068 0.290
F -4.21518 -4.27172 -0.78727 -0.0546 -0.0124 0.0330 -0.251
C -4.88185 -2.74037 0.87362 0.1462 0.0662 -0.0604 0.329
F -5.93063 -3.47262 1.15207 -0.0655 -0.0509 0.0354 -0.240
C -4.65881 -1.56141 1.58166 0.0465 0.1700 0.0853 0.322
F -5.49715 -1.18867 2.52881 -0.0396 -0.0244 -0.0044 -0.259
```
Positions in Å, forces in eV/Å.

---

# 5
# C20H25F7NO10P2S

A 2-piece molecular cluster, C20H25F7NO10P2S overall (ωB97M-V/def2-TZVPD, the Open Molecules 2025 dataset).

Results
Multiplicity: 1
Net charge: +1
E: -3364.04349 a.u.
Gap between HOMO and LUMO: 9.35 eV

```
66
Properties=species:S:1:pos:R:3:forces:R:3:nbo_charge:R:1
C 3.31156 4.19165 3.23995 0.3481 -0.1334 -0.0690 -0.185
C 3.44370 3.34614 2.40037 -0.3455 -0.3907 0.2232 -0.043
C 3.57541 2.15937 1.53765 0.4810 0.6300 0.1976 -0.504
C 2.85909 0.92252 2.11694 -0.1571 -0.0471 0.2125 -0.417
C 2.08153 -0.03182 1.17792 0.8222 -0.1280 -0.1989 -0.452
C 1.31780 0.51817 -0.05275 -0.3278 -0.1351 0.9898 -0.073
S 2.39569 0.79726 -1.51978 -0.6386 1.4222 -2.3633 2.071
O 2.64276 2.19995 -1.68900 0.2403 -0.5409 1.0332 -0.858
O 1.79711 0.13858 -2.65445 0.2351 -0.4600 0.8324 -0.906
C 4.03841 -0.06303 -1.32831 0.6509 -0.4439 0.1668 0.432
F 4.64405 0.14884 -0.14829 -0.3147 0.1247 -0.0519 -0.299
F 4.77847 0.50428 -2.27188 -0.1375 -0.0139 -0.0585 -0.262
C 3.94286 -1.60560 -1.59880 0.4908 0.1051 -0.6990 0.550
F 4.13505 -1.81884 -2.90146 -0.1421 0.0632 0.2015 -0.265
F 2.71421 -2.08132 -1.26603 -0.0045 -0.0111 0.2847 -0.329
C 5.00248 -2.44020 -0.82338 -0.4332 -0.7571 -0.1139 0.930
F 4.67563 -2.48034 0.47307 0.1980 0.1493 -0.0338 -0.306
F 4.95313 -3.68529 -1.30258 0.0583 0.2886 0.1535 -0.286
F 6.21762 -1.95751 -0.99111 -0.0401 0.1660 0.0967 -0.279
N 0.33973 -0.56703 -0.44918 0.1782 -0.2262 -0.3406 -0.564
C -0.75852 -0.22541 -1.40839 -1.8985 -0.4947 -0.5137 -0.096
C -1.88157 -1.29995 -1.26107 -0.0954 0.1665 -0.7750 -0.531
C -2.18724 -1.90540 -2.64485 0.1578 0.0169 0.1988 0.447
O -1.31407 -2.45023 -3.26117 0.1081 0.0356 -0.0784 -0.508
C -1.34493 1.17226 -1.16939 0.6478 -0.0865 -0.5324 -0.312
P -2.21545 1.71917 -2.69127 -1.2628 -0.2517 -0.0786 2.347
O -3.36223 0.82984 -2.92849 0.4761 -0.1202 0.2247 -1.087
O -1.12282 1.77742 -3.83846 -0.4279 0.7621 0.6837 -0.959
O -2.68568 3.22846 -2.39558 0.7458 -0.6038 0.0045 -0.968
O -0.34145 2.14296 -0.88304 0.0566 -0.2264 -0.1302 -0.512
C 0.50589 1.80810 0.19934 -0.7411 -0.5062 -0.2654 -0.306
P -0.50243 1.78841 1.75757 -0.0624 1.5833 2.0688 2.285
O 0.15580 2.55229 2.81984 0.2923 -0.5024 -0.3694 -1.047
O -0.81978 0.25311 2.12871 -0.3106 0.5526 -0.5739 -1.017
O -1.96668 2.42394 1.49606 0.7449 -0.8012 -0.9378 -0.970
H 3.32716 4.90354 4.03079 -0.1833 0.1263 -0.1164 0.244
H 4.64767 1.95947 1.49806 -0.0304 -0.0766 -0.1800 0.253
H 3.30427 2.43591 0.51887 -0.1262 -0.1263 0.0245 0.229
H 3.61866 0.30740 2.60144 -0.0518 -0.0951 -0.0598 0.240
H 2.20407 1.22593 2.93080 -0.1215 0.2111 -0.1884 0.262
H 2.77843 -0.78722 0.80276 -0.1468 0.0556 0.0212 0.234
H 1.39351 -0.60499 1.79995 -0.1867 0.1639 -0.0684 0.248
H -0.09982 -0.93590 0.40324 0.0460 0.2896 0.1214 0.468
H 0.84577 -1.36167 -0.86382 0.0770 0.1558 -0.0228 0.477
H -0.42291 -0.30987 -2.43894 0.8233 0.0569 0.3209 0.293
H -2.80675 -0.88276 -0.86573 0.1761 -0.0130 0.3106 0.258
H -1.54946 -2.14566 -0.65281 -0.0949 0.0556 0.1439 0.238
H -3.20810 -1.80272 -3.03592 -0.0502 -0.0628 0.1008 0.163
H -2.13066 1.11208 -0.40783 0.1987 0.2106 0.1632 0.240
H -1.31310 2.53157 -4.42196 0.3363 -0.1659 -0.2025 0.534
H -3.50315 3.16176 -1.87942 -0.1589 0.2713 -0.2307 0.520
H 1.18425 2.65252 0.30536 0.0580 -0.0389 0.2182 0.310
H -1.36358 0.26890 2.93618 0.0491 -0.3552 0.0316 0.540
H -1.85683 3.29558 1.08406 -0.2362 0.1249 0.2365 0.525
C -3.76097 -3.36246 1.86444 0.0435 -0.0021 -0.0145 -0.233
C -3.23710 -2.08592 2.01841 -0.0160 0.0084 -0.0493 -0.177
C -3.98095 -0.97710 1.63409 0.0588 0.0119 0.0172 -0.266
C -5.25115 -1.14312 1.09911 0.0199 0.0361 -0.0120 -0.201
C -5.77539 -2.41949 0.94772 0.0122 -0.0203 -0.0218 -0.201
C -5.03038 -3.52802 1.32769 -0.0055 0.0129 -0.0265 -0.199
H -3.18234 -4.22697 2.16317 -0.0123 -0.0020 0.0204 0.221
H -2.24612 -1.96015 2.43895 0.0022 -0.0407 0.0381 0.183
H -3.57106 0.02063 1.74915 -0.0601 0.0265 0.0140 0.201
H -5.83237 -0.27968 0.80238 -0.0085 -0.0040 0.0123 0.221
H -6.76657 -2.55042 0.53442 0.0003 -0.0004 -0.0007 0.227
H -5.44011 -4.52191 1.20669 -0.0047 0.0000 0.0103 0.227
```
Positions in Å, forces in eV/Å.

---

Q: gap between HOMO and LUMO of number 5 (C20H25F7NO10P2S)?
A: 9.35 eV